1.
# C3H7BClF4NO2

A 2-piece molecular cluster, C3H7BClF4NO2 overall at a distorted geometry (the ωB97M-V functional and the def2-TZVPD basis, OMol25).

Each line ends with the natural charge from an NBO analysis.
Positions of all 19 atoms, in Å:
C1 -0.7616 -1.1270 -2.2063  -0.7606
C2 0.1185 -2.1367 -1.3397  0.7493
O1 0.5594 -3.1608 -1.9312  -0.5192
O2 0.4934 -1.9784 0.0302  -0.4805
C3 0.6314 -0.5995 0.4123  0.0145
N1 1.8048 0.1154 -0.2421  -0.5491
Cl1 1.1908 1.6667 -0.7786  0.2765
H1 -0.8722 -0.0793 -1.7736  0.2353
H2 -1.7817 -1.6099 -2.4211  0.2871
H3 -0.2599 -0.9932 -3.2394  0.2620
H4 -0.3133 0.0212 0.2563  0.2824
H5 0.8298 -0.5853 1.5511  0.2711
H6 2.1753 -0.3444 -1.0915  0.4564
H7 2.6041 0.2902 0.3912  0.4650
B1 -1.2859 2.1054 2.4794  1.3595
F1 -1.6619 0.9643 3.2581  -0.5804
F2 -1.9421 3.2681 2.9851  -0.5704
F3 0.1420 2.2879 2.5557  -0.5988
F4 -1.6710 1.8951 1.1042  -0.6002

Results
Charge: 0
Gap between HOMO and LUMO in eV: 8.3
Multiplicity: 1
Energy relative to the best compared isomer or geometry (same formula, charge and spin) in kcal per mole: 20.41
Highest occupied orbital energy in eV: -10.833

---

2.
# C3H7BO

A single C3H7BO molecule at a distorted geometry (the ωB97M-V functional and the def2-TZVPD basis, OMol25).

Each line ends with the natural charge from an NBO analysis.
Positions of all 12 atoms, in Å:
B1 0.8230 -0.4014 -2.2935  0.6064
C1 -0.0895 0.1840 0.4830  -0.2534
C2 -0.4330 -0.8762 -0.2382  0.1123
C3 -0.4622 0.6813 1.8660  -0.6482
O1 0.3081 -1.3231 -1.4316  -0.6791
H1 0.5793 0.8134 -2.2162  -0.1094
H2 1.3994 -1.0002 -3.1218  -0.1012
H3 0.3117 1.0445 -0.0364  0.2067
H4 -1.0233 -1.7149 0.1528  0.1881
H5 0.5399 0.9212 2.3782  0.2273
H6 -0.8917 1.7726 2.0041  0.2314
H7 -1.0617 -0.1011 2.4536  0.2192

Results
SMILES: BO/C=C/C
Charge: 0
Gap between HOMO and LUMO in eV: 10.3
Multiplicity: 1
Energy relative to the best compared isomer or geometry (same formula, charge and spin) in kcal per mole: 23.61
Highest occupied orbital energy in eV: -9.464

---

3.
# C3H7BO2

A 2-piece molecular cluster, C3H7BO2 overall at a distorted geometry (the ωB97M-V functional and the def2-TZVPD basis, OMol25).

Each line ends with the natural charge from an NBO analysis.
Positions of all 13 atoms, in Å:
B1 -0.2711 0.7557 0.0483  0.9425
C1 -1.7282 -0.9645 0.0730  -0.1265
C2 -2.5387 0.3901 0.0642  -0.0996
C3 3.4214 0.3809 0.0532  -0.5341
O1 -0.2840 -0.5933 0.0567  -0.7418
O2 -1.4761 1.3844 0.0967  -0.7401
H1 -1.8365 -1.8433 0.7651  0.2096
H2 -1.8687 -1.2934 -0.9466  0.1822
H3 -2.9190 0.4580 -0.9499  0.1826
H4 -3.3157 0.5188 0.8040  0.1981
H5 3.9693 0.5615 1.0298  0.1907
H6 2.3603 0.3222 -0.2791  0.1814
H7 4.0456 0.2390 -0.8630  0.1549

Results
Charge: 0
Gap between HOMO and LUMO (spin up / spin down) in eV: 8.0 / 8.7
Multiplicity: 1
Energy relative to the best compared isomer or geometry (same formula, charge and spin) in kcal per mole: 118.47
Highest occupied orbital energy (spin up / spin down) in eV: -8.571 / -8.273

---

4.
# C3H7BO3

A single C3H7BO3 molecule at a distorted geometry (the ωB97M-V functional and the def2-TZVPD basis, OMol25).

Each line ends with the natural charge from an NBO analysis.
Positions of all 14 atoms, in Å:
B1 0.4290 -0.8539 0.1620  0.9153
C1 -1.1222 -1.0201 -0.4453  -0.4223
C2 -0.7293 1.3251 0.0006  -0.0993
C3 0.6189 0.7567 0.4854  -0.2175
O1 -1.6452 0.2278 0.1390  -0.5617
O2 1.4484 -1.6101 0.3092  -0.8615
O3 1.7763 1.3388 -0.2999  -0.7566
H1 -1.2610 -0.8565 -1.5939  0.2076
H2 -1.6752 -1.7304 0.1899  0.2273
H3 -1.1285 2.1139 0.6685  0.2007
H4 -0.7539 1.7186 -1.0657  0.1657
H5 0.9588 0.9892 1.6022  0.2151
H6 1.6852 -2.4895 0.0039  0.5205
H7 1.6696 1.3830 -1.3349  0.4667

Results
SMILES: OB1COC[C@@H]1O
Charge: 0
Gap between HOMO and LUMO in eV: 9.4
Multiplicity: 1
Energy relative to the best compared isomer or geometry (same formula, charge and spin) in kcal per mole: 85.85
Highest occupied orbital energy in eV: -9.046

---

5.
# C3H7BiO2

C3H7BiO2 as an isolated structure at a distorted geometry (the ωB97M-V functional and the def2-TZVPD basis, OMol25).

Each line ends with the natural charge from an NBO analysis.
Positions of all 13 atoms, in Å:
C1 -0.3247 1.0421 -1.4208  -0.2644
O1 0.1593 0.3108 -0.3033  -0.5792
C2 -0.8336 -0.2363 0.5162  -0.1971
C3 -0.1879 -1.0061 1.6183  0.4803
O2 1.0206 -1.0974 1.7228  -0.5534
H1 0.5468 1.4185 -1.9665  0.2304
H2 -0.9088 0.3781 -2.0736  0.2105
H3 -0.9441 1.8879 -1.0895  0.2080
H4 -1.4948 -0.9235 -0.0435  0.2508
H5 -1.4703 0.5489 0.9648  0.2459
H6 -0.8597 -1.4579 2.3697  0.1977
H7 2.9929 -1.0603 -0.7159  -0.1602
Bi1 2.3043 0.1950 0.4213  0.9307

Results
Expectation value of S²: 0.75
Charge: +1
Gap between HOMO and LUMO (spin up / spin down) in eV: 6.5 / 9.6
Multiplicity: 2
Energy relative to the best compared isomer or geometry (same formula, charge and spin) in kcal per mole: 0.00
Highest occupied orbital energy (spin up / spin down) in eV: -11.059 / -14.226

---

6.
# C3H7BrN

A 2-piece molecular cluster, C3H7BrN overall at a distorted geometry (the ωB97M-V functional and the def2-TZVPD basis, OMol25).

Each line ends with the natural charge from an NBO analysis.
Positions of all 12 atoms, in Å:
C1 -0.6299 -0.0568 -1.0253  -0.1827
C2 -1.1560 -0.3133 0.2637  -0.1515
C3 1.4353 -0.2002 0.5328  0.0602
N1 0.2749 0.4090 0.1315  -0.4673
Br1 3.0439 0.8529 -1.8610  -0.2956
H1 -0.3185 -0.8891 -1.6128  0.2681
H2 -0.9557 0.7866 -1.5342  0.2587
H3 -1.9253 0.4681 0.7040  0.2829
H4 -1.0068 -1.2710 0.7912  0.2656
H5 2.0791 0.3089 1.1474  0.2425
H6 1.4349 -1.2786 0.4052  0.2303
H7 0.4283 1.4789 0.1427  0.4888

Results
Charge: +1
Gap between HOMO and LUMO in eV: 6.4
Multiplicity: 1
Energy relative to the best compared isomer or geometry (same formula, charge and spin) in kcal per mole: 83.89
Highest occupied orbital energy in eV: -13.541

---

7.
# C3H7BrN2P

An isolated ion of composition C3H7BrN2P and charge +1 at a distorted geometry (the ωB97M-V functional and the def2-TZVPD basis, OMol25).

Each line ends with the natural charge from an NBO analysis.
Positions of all 14 atoms, in Å:
C1 -0.7354 0.5514 -0.2653  0.2624
C2 0.7865 -1.3974 0.1861  -0.3912
C3 1.8450 -0.7866 -0.5739  0.0215
N1 -0.2623 -0.3418 0.6426  -0.5945
N2 -0.1928 0.6686 -1.3906  -0.6761
P1 -2.1345 1.7843 0.2632  0.3206
Br1 3.0724 0.3268 0.1358  0.4139
H1 0.2343 -2.2555 -0.4253  0.2579
H2 1.1151 -1.8628 1.0659  0.2703
H3 1.7501 -0.9825 -1.6737  0.2785
H4 -0.7584 -0.5848 1.5397  0.4447
H5 -0.4737 1.3253 -2.0438  0.3990
H6 -1.4262 2.4595 1.1331  -0.0198
H7 -2.8202 1.0953 1.4062  0.0129

Results
Charge: +1
Gap between HOMO and LUMO in eV: 7.0
Multiplicity: 1
Energy relative to the best compared isomer or geometry (same formula, charge and spin) in kcal per mole: 55.67
Highest occupied orbital energy in eV: -13.741

---

8.
# C3H7BrN4

An isolated ion of composition C3H7BrN4 and charge +2 at a distorted geometry (the ωB97M-V functional and the def2-TZVPD basis, OMol25).

Each line ends with the natural charge from an NBO analysis.
Positions of all 15 atoms, in Å:
C1 -1.2085 1.3275 -0.3281  0.4380
C2 -0.1371 -0.8753 -0.1598  0.6887
C3 1.6974 -0.2474 1.0632  0.1476
N1 -0.4693 2.0317 0.5276  -0.5949
N2 -0.9598 0.0819 -0.7531  -0.5406
N3 0.5243 -0.5815 0.8763  -0.4627
N4 -0.1152 -2.0580 -0.7119  -0.6947
Br1 2.6945 -0.4015 -0.5051  0.2081
H1 -2.0727 1.8546 -0.7633  0.2854
H2 2.1603 -0.2466 1.9896  0.2658
H3 -0.6372 3.0111 0.8598  0.4787
H4 -1.5198 -0.3425 -1.4418  0.4567
H5 0.1700 1.6956 0.9691  0.3723
H6 -0.7214 -2.5487 -1.4113  0.4859
H7 0.5946 -2.7011 -0.2111  0.4659

Results
SMILES: N/C=[NH+]\C(=[NH2+])/N=C\Br
Charge: +2
Gap between HOMO and LUMO in eV: 9.8
Multiplicity: 1
Energy relative to the best compared isomer or geometry (same formula, charge and spin) in kcal per mole: 35.95
Highest occupied orbital energy in eV: -19.199

---

9.
# C3H7BrS2

A 2-piece molecular cluster, C3H7BrS2 overall at a distorted geometry (the ωB97M-V functional and the def2-TZVPD basis, OMol25).

Each line ends with the natural charge from an NBO analysis.
Positions of all 13 atoms, in Å:
C1 1.5930 0.3508 0.5072  -0.5957
C2 0.1845 -0.1283 0.7473  -0.4975
C3 -0.7120 -0.0495 -0.4884  -0.1601
S1 -0.3211 -1.1439 -1.7460  0.1898
S2 -1.3382 1.5340 -0.9392  0.1612
Br1 -2.9237 -0.4709 1.2232  -0.5547
H1 2.1300 0.4603 1.4380  0.2321
H2 1.4877 1.4217 0.0787  0.2007
H3 2.0007 -0.2859 -0.1780  0.1993
H4 0.2766 -1.1922 0.9844  0.2358
H5 -0.3343 0.6500 1.4766  0.2639
H6 0.2567 -2.2582 -1.2333  0.1512
H7 -2.2999 1.1120 -1.8706  0.1739

Results
Charge: 0
Gap between HOMO and LUMO (spin up / spin down) in eV: 6.6 / 6.6
Multiplicity: 1
Energy relative to the best compared isomer or geometry (same formula, charge and spin) in kcal per mole: 31.32
Highest occupied orbital energy (spin up / spin down) in eV: -8.349 / -8.354